21
Properties=species:S:1:pos:R:3 method="wB97M-V/def2-TZVPD" smiles="CCC(O)=S(=O)(O)O.C=N" homo_energy_ev=-8.17 homo_lumo_gap_ev=8.552
S -0.1306 1.1745 -0.0567
O 0.7482 1.5840 -1.1070
O -1.0512 2.4291 0.3800
O -1.1908 -0.4477 -1.7247
O 0.9429 1.0845 1.1814
N 3.4824 -0.2682 0.5496
C -0.5482 -0.5046 -0.5017
C -2.8824 -0.5601 0.4255
C 3.3831 -0.7996 -0.5622
C -1.4624 -1.0823 0.5188
H -1.3988 -2.1906 0.2032
H 4.0439 0.5735 0.4435
H 1.3990 0.1492 1.0965
H 3.9005 -0.5574 -1.4846
H -0.7204 3.2846 0.6760
H -2.8811 0.2376 1.2121
H -0.9772 -0.9620 1.5089
H 2.8566 -1.8013 -0.6551
H -0.6027 -0.0911 -2.3633
H -3.1110 -0.1141 -0.4953
H -3.7998 -1.1379 0.7550

15
Properties=species:S:1:pos:R:3 method="wB97M-V/def2-TZVPD" smiles=C[C@H]1[C@H]([SiH3])C1(Br)Br homo_energy_ev=-10.01 homo_lumo_gap_ev=9.977
Br 0.7576 2.4398 0.5455
Br -2.3663 1.3796 1.3026
Si 0.9537 0.6184 -2.0106
C -0.4676 1.0090 0.4739
C 0.1240 -0.3011 0.8031
C -0.4397 -1.4565 1.6314
C -0.2570 0.0387 -0.6354
H 0.7312 -0.3552 -3.1309
H -0.0191 -1.3402 2.6095
H 2.2732 0.9159 -1.6537
H 1.2067 -0.4814 0.8889
H -0.0970 -2.4091 1.2104
H -1.1292 -0.3794 -1.0079
H 0.3507 1.8395 -2.5415
H -1.6212 -1.5179 1.5147

74
Properties=species:S:1:pos:R:3 method="wB97M-V/def2-TZVPD" homo_energy_ev=-6.38 homo_lumo_gap_ev=5.932
La 0.1248 -0.3755 -0.6646
Br -3.3238 -3.4405 4.8366
Cl 5.3966 2.3929 -0.7884
Cl 5.6998 0.1998 -2.6794
Cl 4.3865 2.6635 -3.5058
S -2.2092 -1.5506 -1.5905
S -1.0921 6.2796 5.3604
O 4.3318 -5.7827 0.1433
O 0.6677 -2.0510 -2.2997
O 1.6523 -4.0643 -2.6504
O 3.1462 -5.6588 -1.7430
O -3.6599 6.6441 5.0201
N -0.2022 1.0175 -2.6989
N 2.2971 -2.3876 1.4196
N -1.0818 -1.4479 1.2603
N 1.5647 -2.0883 0.3488
N -1.5036 -3.0394 -3.7849
N 2.3161 0.5503 -1.3868
N -0.9067 -0.8621 -4.0552
C 0.3345 2.9442 2.5625
C -0.9239 4.9837 2.9188
C -0.7863 -2.7013 1.6687
C -0.9939 -2.8703 -5.0469
C -1.4204 -3.3356 2.7213
C 3.0568 -3.5010 1.2681
C -0.5002 5.0194 4.2515
C 1.3565 -3.0475 -1.9394
C -2.0556 -0.7973 1.9338
C -0.2657 2.6993 -4.9070
C 1.0105 0.9235 1.0271
C -0.6460 -1.5925 -5.2112
C 0.7870 2.9991 3.8850
C -3.1266 4.4837 5.9284
C -1.5069 -1.7757 -3.0919
C -0.5104 3.9477 2.0772
C 0.1109 3.1996 -3.6717
C 4.6384 1.5313 -2.1523
C 1.8962 -3.0384 -0.5503
C 3.3420 0.9836 -1.7250
C -2.0202 -4.2989 -3.2910
C 0.1266 2.3246 -2.6045
C -0.6117 1.3517 -5.0213
C -0.5917 0.5212 -3.8948
C -2.8047 5.8603 5.4150
C 0.7140 1.8494 1.7180
C 2.8235 -3.9882 -0.0113
C -2.7489 -1.3428 2.9987
C -2.4159 -2.6336 3.3884
C 3.4879 -5.1864 -0.5226
C 0.3738 4.0363 4.7253
H -0.1834 -1.1587 -6.0841
H -3.1030 -4.2145 -3.1616
H 1.4530 2.2306 4.2736
H -3.0664 3.7593 5.1113
H -2.4478 4.1923 6.7346
H 0.4130 2.6552 -1.6101
H 0.3815 4.2409 -3.5416
H 2.4834 -5.0757 -2.2202
H -1.2993 1.3393 -0.1948
H -1.7983 -5.1085 -3.9923
H 0.7271 4.0577 5.7543
H -0.8621 3.9249 1.0470
H -3.5212 -0.7732 3.5019
H -1.5609 -4.5241 -2.3242
H 3.7024 -3.8613 2.0560
H -0.9335 0.9818 -5.9884
H -1.5888 5.7522 2.5272
H -0.9036 -3.6857 -5.7484
H -2.2695 0.2078 1.5814
H 2.2286 -1.7769 2.2252
H -0.3001 3.3495 -5.7764
H -4.1440 4.4800 6.3299
H -1.1413 -4.3434 3.0047
H 0.0004 -3.1973 1.1072

19
Properties=species:S:1:pos:R:3 method="wB97M-V/def2-TZVPD" charge=+1 smiles=CN(Cl)C[NH+](C)C homo_energy_ev=-13.65 homo_lumo_gap_ev=10.425
Cl -2.1865 -1.2123 0.7331
N -1.6346 0.0827 -0.3228
N 0.7380 -0.5793 0.1850
C 1.0641 -0.7983 -1.3335
C 1.9817 -0.6796 1.0009
C -2.4545 1.3445 -0.1854
C 0.0017 0.5669 0.3561
H 1.6651 0.1008 -1.7278
H 0.2791 1.4378 -0.1009
H -3.0797 1.4674 0.7455
H 2.8185 0.0643 0.7160
H 2.2268 -1.6922 0.9073
H 1.6823 -0.3782 2.0818
H -0.0833 0.7034 1.4587
H 0.1256 -1.4512 0.3443
H -3.2243 1.2565 -1.0278
H 0.2148 -0.6567 -2.0826
H 1.5797 -1.8212 -1.3309
H -1.7146 2.2447 -0.4170

38
Properties=species:S:1:pos:R:3 method="wB97M-V/def2-TZVPD" spin_multiplicity=5 homo_energy_ev="-6.84 / -7.58" homo_lumo_gap_ev="6.141 / 5.574" s2=6.022
Te 5.7103 0.2262 0.7625
Te 3.2932 -1.9016 -1.6047
Te 3.3661 -0.6999 1.5695
Te 5.4124 -0.2818 -1.9388
Rh 1.6414 0.0066 -0.5527
Cl -0.6573 1.4184 -1.4115
Cl -2.3487 1.8447 0.9177
Cl -1.2189 4.0931 -0.4923
O 0.3326 -1.7908 0.2059
O 0.6705 1.1291 1.2075
O 0.8180 3.3679 1.4201
N -1.5413 -1.9634 -1.0782
N -1.6765 -1.7880 1.2452
N 2.6411 1.9193 -0.9706
C 2.9101 2.9906 -0.6693
C -0.9251 2.4598 0.0592
C 0.3413 2.3282 1.0027
C -2.9446 -2.4846 1.3682
C 3.2331 4.3513 -0.2746
C -1.0342 -1.4065 2.4956
C -2.8328 -1.3535 -1.3586
C -0.7124 -2.2382 -2.2382
C -0.9095 -1.8362 0.1280
H -2.8998 -3.1609 2.2240
H -2.7342 -0.6785 -2.2110
H 0.1076 -2.8937 -1.9626
H -3.1620 -0.7620 -0.5105
H -0.2908 -1.3212 -2.6629
H -3.5952 -2.0991 -1.5949
H 2.6956 4.5524 0.6513
H 4.3088 4.4388 -0.1361
H -1.3244 -2.7281 -2.9964
H -0.5725 -2.2688 2.9844
H -3.7760 -1.7926 1.5251
H -3.1419 -3.0810 0.4825
H -1.7957 -0.9944 3.1589
H -0.2879 -0.6420 2.3034
H 2.8998 5.0404 -1.0479

55
Properties=species:S:1:pos:R:3 method="wB97M-V/def2-TZVPD" spin_multiplicity=3 homo_energy_ev="-7.16 / -7.81" homo_lumo_gap_ev="7.606 / 5.917" s2=2.015
Pt 0.1960 1.1300 0.7223
As 0.2844 -0.3024 2.7475
S -2.5218 -0.4009 0.2107
S -3.1213 4.0126 -0.4081
S 2.1507 0.0368 0.2588
O -1.7506 0.2023 -0.9231
N -0.8595 2.8327 0.7018
C -4.9399 0.3543 1.2586
C -1.8165 3.3106 0.1934
C 4.1876 0.1204 4.3373
C -0.4898 -1.0115 5.4878
C -4.6931 0.6104 -1.1347
C -6.2502 0.8050 1.1698
C 1.1252 -3.0303 2.1147
C -6.7823 1.1402 -0.0670
C 2.1901 -0.1196 3.0203
C 2.9399 0.0151 1.8494
C -2.9221 -2.0592 -0.3622
C -1.1967 -2.7540 2.6873
C 4.9417 0.1903 3.1747
C -4.1851 0.2461 0.1019
C -0.9444 -0.7076 6.7640
C -0.4018 -0.0056 4.5314
C -1.4129 -4.1098 2.4902
C -1.3035 0.5949 7.0854
C -0.7771 1.2974 4.8495
C -0.3600 -4.9258 2.0953
C -6.0024 1.0561 -1.2155
C 0.9026 -4.3847 1.9000
C 4.3235 0.1368 1.9327
C 0.0783 -2.2138 2.5211
C 2.8095 -0.0421 4.2573
C -1.2206 1.5984 6.1296
H -2.0005 -2.6408 -0.3412
H 4.9038 0.2164 1.0220
H 6.0163 0.3075 3.2323
H 4.6685 0.1913 5.3040
H 1.7197 -5.0171 1.5778
H -2.4013 -4.5287 2.6317
H -0.1977 -2.0244 5.2404
H -7.8087 1.4773 -0.1372
H -3.6673 -2.4995 0.3006
H -3.2969 -1.9693 -1.3809
H -0.5263 -5.9826 1.9304
H -1.5039 2.6126 6.3792
H 2.2141 -0.0994 5.1605
H -6.4160 1.3372 -2.1752
H -2.0179 -2.1068 2.9753
H -0.7183 2.0699 4.0902
H -1.0147 -1.4898 7.5091
H -4.0551 0.5588 -2.0087
H 2.1133 -2.6129 1.9667
H -6.8530 0.8961 2.0640
H -4.5052 0.0943 2.2178
H -1.6521 0.8266 8.0838

Relative energy (zero: lowest compared OMol25 entry of this formula, charge and spin) for every record listed, in sequence, given in kJ/mol: 398.1; 375.1; 16.9; 304.8; 4.8; 47.0.
Total energy for every record listed, in sequence, given in Ha: -912.73486; -5594.64358; -6737.69134; -728.91578; -3305.14888; -4683.55680.